(1)
Density functional theory data (ωB97M-V with the def2-TZVPD basis set) for a cluster of 11 separate species, C44H83N5O12S6 in total at a distorted geometry.

Cartesian coordinates (Å):
O  -0.841  1.627  3.993
S  -0.510  0.259  4.342
O  -1.390  -0.762  3.805
C  1.187  -0.039  3.986
C  1.859  0.202  5.315
C  1.010  -0.507  6.305
C  -0.347  0.085  6.085
H  1.497  0.468  3.075
H  1.197  -1.135  3.726
H  2.954  -0.033  5.370
H  1.920  1.289  5.483
H  1.418  -0.204  7.249
H  0.980  -1.606  6.206
H  -0.356  1.108  6.485
H  -1.175  -0.441  6.563
O  1.535  -1.845  -6.127
S  0.743  -2.987  -6.648
O  0.759  -3.195  -8.070
C  1.122  -4.353  -5.553
C  0.329  -4.029  -4.303
C  -1.036  -3.528  -4.656
C  -0.934  -2.703  -5.935
H  2.186  -4.448  -5.448
H  0.763  -5.222  -6.113
H  0.284  -4.938  -3.731
H  0.902  -3.241  -3.770
H  -1.427  -2.950  -3.825
H  -1.577  -4.426  -4.938
H  -0.863  -1.637  -5.868
H  -1.685  -2.879  -6.688
O  -3.848  4.404  1.499
S  -2.970  3.477  2.230
O  -1.623  3.137  1.724
C  -2.878  4.104  3.941
C  -3.700  3.127  4.756
C  -4.696  2.450  3.812
C  -3.871  1.976  2.600
H  -3.422  5.018  3.730
H  -1.826  4.247  4.169
H  -3.020  2.422  5.215
H  -4.150  3.675  5.640
H  -5.408  3.204  3.515
H  -5.081  1.564  4.316
H  -4.371  1.703  1.668
H  -3.160  1.183  2.959
O  0.689  -3.335  3.839
S  -0.567  -4.074  3.972
O  -1.189  -4.065  5.305
C  -1.535  -3.567  2.618
C  -1.828  -4.832  1.763
C  -0.528  -5.662  1.843
C  -0.278  -5.715  3.399
H  -0.948  -2.848  2.133
H  -2.476  -3.134  2.992
H  -2.583  -5.426  2.222
H  -2.086  -4.654  0.726
H  0.316  -5.247  1.298
H  -0.629  -6.668  1.456
H  0.739  -5.951  3.645
H  -1.001  -6.404  3.841
O  3.929  0.240  2.166
S  4.863  0.491  1.129
O  6.303  0.434  1.454
C  4.353  -0.532  -0.259
C  4.630  0.348  -1.442
C  3.943  1.665  -1.110
C  4.452  2.013  0.336
H  3.292  -0.757  -0.102
H  4.963  -1.426  -0.187
H  5.672  0.509  -1.577
H  4.126  -0.027  -2.317
H  2.880  1.564  -1.089
H  4.157  2.490  -1.745
H  3.880  2.742  0.945
H  5.379  2.550  0.286
O  -6.926  0.678  -5.620
S  -6.075  -0.371  -5.179
O  -6.340  -1.727  -5.738
C  -4.320  -0.179  -5.545
C  -3.568  -0.092  -4.207
C  -4.451  -0.972  -3.240
C  -5.871  -0.491  -3.445
H  -4.185  0.669  -6.159
H  -4.049  -1.062  -6.163
H  -2.568  -0.501  -4.209
H  -3.435  0.975  -3.836
H  -4.257  -0.773  -2.184
H  -4.336  -2.043  -3.460
H  -6.014  0.567  -3.123
H  -6.632  -1.192  -3.013
C  3.326  1.288  -5.175
C  2.768  1.528  -6.574
C  2.300  2.971  -6.864
C  1.107  3.356  -6.124
N  0.133  3.713  -5.623
H  2.628  1.598  -4.441
H  4.196  1.931  -5.044
H  3.620  0.225  -4.967
H  1.967  0.788  -6.772
H  3.557  1.276  -7.303
H  2.076  3.158  -7.914
H  3.017  3.776  -6.604
C  -0.938  2.433  -1.972
C  -1.664  3.697  -2.555
C  -2.656  4.137  -1.469
C  -3.681  3.086  -1.261
N  -4.368  2.144  -1.123
H  -1.596  1.579  -1.707
H  -0.472  2.823  -1.061
H  -0.191  2.100  -2.692
H  -2.202  3.481  -3.474
H  -0.959  4.491  -2.722
H  -3.256  5.092  -1.637
H  -2.154  4.287  -0.553
C  0.270  5.771  2.594
C  1.566  5.306  3.278
C  1.597  3.772  3.292
C  1.416  3.233  1.923
N  1.238  2.795  0.858
H  0.194  5.368  1.595
H  0.133  6.872  2.556
H  -0.645  5.464  3.043
H  1.470  5.629  4.310
H  2.471  5.753  2.731
H  0.841  3.280  3.870
H  2.584  3.399  3.601
C  5.448  -4.391  3.110
C  4.710  -3.091  2.817
C  3.842  -2.566  3.960
C  4.591  -2.817  5.217
N  5.254  -2.971  6.170
H  6.253  -4.166  3.845
H  5.923  -4.784  2.210
H  4.719  -5.157  3.533
H  4.098  -3.132  1.977
H  5.510  -2.401  2.564
H  2.902  -3.026  4.123
H  3.701  -1.499  3.942
C  -1.512  -1.255  -1.429
C  -1.835  -0.581  -0.113
C  -0.611  -0.120  0.800
C  0.457  -1.123  0.865
N  1.241  -1.978  0.821
H  -1.381  -2.333  -1.337
H  -0.761  -0.733  -2.024
H  -2.453  -1.254  -1.906
H  -2.444  -1.321  0.436
H  -2.438  0.301  -0.270
H  -1.046  0.123  1.749
H  -0.233  0.850  0.412

Forces on atoms 1 to 6 (eV/Å):
O 0.01 0.11 0.36
S -0.82 0.06 -0.64
O 0.17 0.04 0.14
C 0.22 -1.98 -1.12
C 2.43 0.78 -1.22
C 0.25 -0.37 0.76

Its orbital gap is 10.257 eV. Its calculated total energy is -5291.95872 Ha. The LUMO energy comes out at 0.0869 eV. The maximum force comes out at 4.82 eV/A. The calculation puts the HOMO energy at -10.17 eV. The SMILES is O=S1(=O)CCCC1.O=S1(=O)CCCC1.O=S1(=O)CCCC1.O=S1(=O)CCCC1.O=S1(=O)CCCC1.O=S1(=O)CCCC1.CCCC#N.CCCC#N.CCCC#N.CCCC#N.CCCC#N.

Results of the Mulliken charge analysis, in e, for atoms 1 through 99:
1 O -0.77
2 S 1.46
3 O -0.66
4 C 0.98
5 C -0.72
6 C -0.60
7 C -0.91
8 H -0.23
9 H -0.49
10 H 0.30
11 H 0.35
12 H 0.50
13 H 0.13
14 H 0.30
15 H 0.55
16 O -0.53
17 S 1.01
18 O -0.68
19 C -0.95
20 C -0.59
21 C 0.45
22 C -0.73
23 H 0.46
24 H 0.37
25 H 0.49
26 H 0.20
27 H -0.54
28 H 0.35
29 H 0.24
30 H 0.49
31 O -0.76
32 S 1.22
33 O -0.16
34 C -1.02
35 C -0.22
36 C -1.03
37 C -0.02
38 H 0.62
39 H 0.20
40 H -0.13
41 H 0.41
42 H 0.39
43 H 0.45
44 H 0.53
45 H -0.23
46 O -0.66
47 S 1.03
48 O -0.83
49 C 0.92
50 C -0.77
51 C -0.61
52 C -0.84
53 H -1.28
54 H 0.51
55 H 0.40
56 H 0.32
57 H 0.26
58 H 0.45
59 H 0.40
60 H 0.35
61 O -0.40
62 S 0.87
63 O -0.76
64 C -0.24
65 C -0.68
66 C -0.36
67 C -0.66
68 H -0.11
69 H 0.61
70 H 0.38
71 H 0.22
72 H -0.06
73 H 0.52
74 H 0.09
75 H 0.48
76 O -0.67
77 S 1.12
78 O -0.69
79 C -0.73
80 C 0.27
81 C -0.61
82 C -0.81
83 H 0.57
84 H 0.20
85 H 0.05
86 H -0.13
87 H 0.21
88 H 0.36
89 H 0.26
90 H 0.50
91 C -0.82
92 C -0.27
93 C -0.58
94 C 0.29
95 N -0.46
96 H 0.08
97 H 0.39
98 H 0.29
99 H 0.14

(2)
Density functional theory data (ωB97M-V with the def2-TZVPD basis set) for the molecule CH2ClNO2S at a distorted geometry.

Cartesian coordinates (Å):
C  -0.410  0.811  0.282
N  0.157  -0.111  -0.348
O  -1.482  1.482  -0.214
O  1.010  -2.259  0.730
S  1.468  -1.208  -0.126
Cl  1.164  -1.911  -2.096
H  -0.070  1.152  1.282
H  -1.836  2.046  0.490

Forces on atoms 1 to 6 (eV/Å):
C 0.89 -0.11 1.09
N -0.20 -0.25 -0.73
O 0.60 -0.52 0.31
O -0.10 -0.45 0.66
S -1.40 1.50 -0.92
Cl 0.46 -0.13 0.14

Its orbital gap is 9.792 eV. Its calculated total energy is -1102.87087 Ha. The LUMO energy comes out at -0.0103 eV. The maximum force comes out at 2.25 eV/A. The calculation puts the HOMO energy at -9.80 eV.

The molecule's Mulliken atomic charges, reported in e, are given here:
1 C 0.13
2 N -0.22
3 O -0.43
4 O -0.44
5 S 0.54
6 Cl -0.18
7 H 0.22
8 H 0.38

(3)
Density functional theory data (ωB97M-V with the def2-TZVPD basis set) for a structure of composition C39H31BBrF4N5PSV at a distorted geometry.

Cartesian coordinates (Å):
V  0.349  0.819  -0.338
N  4.604  1.382  -0.472
C  5.371  0.250  -0.798
C  6.722  0.382  -1.065
C  7.480  -0.742  -1.364
C  6.880  -1.989  -1.419
C  5.517  -2.116  -1.181
C  4.759  -1.000  -0.856
S  3.041  -1.191  -0.482
N  2.448  0.400  -0.611
C  3.237  1.426  -0.548
C  2.588  2.765  -0.537
C  3.301  3.958  -0.593
C  2.601  5.157  -0.574
C  1.216  5.115  -0.503
C  0.579  3.882  -0.463
N  1.233  2.728  -0.480
H  5.107  2.245  -0.369
H  7.182  1.360  -1.035
H  8.537  -0.635  -1.558
H  7.467  -2.867  -1.649
H  5.042  -3.084  -1.235
H  4.378  3.980  -0.669
H  3.130  6.096  -0.619
H  0.618  6.014  -0.487
H  -0.503  3.819  -0.411
F  -0.650  -7.066  -0.831
C  -0.865  -5.747  -0.836
C  -1.964  -5.207  -0.182
F  -2.829  -6.010  0.447
C  -2.174  -3.828  -0.199
F  -3.311  -3.422  0.384
C  -1.296  -2.947  -0.821
P  -1.389  -1.089  -0.787
C  -2.288  -0.900  -2.367
C  -3.536  -1.483  -2.574
C  -4.187  -1.332  -3.785
C  -3.592  -0.607  -4.807
C  -2.344  -0.038  -4.617
C  -1.698  -0.184  -3.401
C  -2.600  -0.725  0.512
C  -2.256  -1.088  1.811
C  -3.078  -0.762  2.871
C  -4.253  -0.059  2.639
C  -4.594  0.313  1.348
C  -3.771  -0.017  0.283
C  -0.243  -3.523  -1.522
Br  0.871  -2.477  -2.627
C  -0.014  -4.890  -1.530
F  1.007  -5.428  -2.207
H  -4.005  -2.053  -1.783
H  -5.160  -1.777  -3.930
H  -4.104  -0.483  -5.750
H  -1.875  0.522  -5.412
H  -0.719  0.266  -3.257
H  -1.330  -1.632  2.003
H  -2.790  -1.038  3.875
H  -4.897  0.204  3.464
H  -5.493  0.881  1.162
H  -4.037  0.309  -0.711
C  1.463  -1.652  2.630
C  0.742  -0.556  3.348
C  0.604  -0.591  4.728
C  -0.061  0.419  5.407
C  -0.610  1.475  4.691
C  -0.501  1.534  3.312
C  -1.137  2.643  2.532
C  0.194  0.519  2.640
N  0.256  0.550  1.289
H  1.564  -2.527  3.269
H  2.464  -1.332  2.330
H  0.943  -1.940  1.707
H  1.022  -1.424  5.274
H  -0.158  0.380  6.481
H  -1.148  2.257  5.206
H  -1.688  3.311  3.189
H  -1.821  2.247  1.778
H  -0.380  3.230  2.001
B  -3.651  3.031  -1.527
C  -2.335  2.256  -1.172
N  -1.355  1.702  -0.868
H  -4.230  3.185  -0.479
H  -3.312  4.087  -2.009
H  -4.284  2.360  -2.303

Forces on atoms 1 to 6 (eV/Å):
V -0.18 -1.05 0.33
N -0.48 0.11 0.15
C -0.04 -0.32 -0.06
C -0.08 -0.11 -0.03
C -0.03 -0.08 -0.01
C 0.04 0.03 0.01

Its orbital gap (alpha / beta) is 5.254 / 5.476 eV. Its calculated total energy is -6460.41407 Ha. The LUMO energy (alpha / beta) comes out at -1.2264 / -1.2331 eV. The maximum force comes out at 1.71 eV/A. The calculation puts the HOMO energy (alpha / beta) at -6.48 / -6.71 eV.

The molecule's Mulliken atomic charges, reported in e, are given here:
1 V -0.34
2 N -0.12
3 C -0.07
4 C -0.71
5 C -0.62
6 C -0.71
7 C -0.74
8 C 0.82
9 S -0.05
10 N 0.02
11 C 0.76
12 C 0.83
13 C -1.01
14 C -0.61
15 C -1.16
16 C -0.13
17 N 0.48
18 H 0.14
19 H 0.37
20 H 0.39
21 H 0.39
22 H 0.47
23 H 0.34
24 H 0.43
25 H 0.49
26 H 0.46
27 F -0.30
28 C 0.48
29 C 0.27
30 F -0.29
31 C 0.20
32 F -0.39
33 C 0.25
34 P 0.61
35 C 1.07
36 C -0.38
37 C -0.81
38 C -0.61
39 C -0.74
40 C -0.07
41 C 1.80
42 C -0.82
43 C -0.86
44 C -0.89
45 C -0.87
46 C -0.91
47 C -0.24
48 Br -0.11
49 C 0.34
50 F -0.33
51 H 0.37
52 H 0.43
53 H 0.40
54 H 0.46
55 H 0.11
56 H 0.46
57 H 0.42
58 H 0.39
59 H 0.44
60 H 0.44
61 C -1.08
62 C 1.28
63 C -0.99
64 C -0.95
65 C -0.96
66 C 0.81
67 C -0.87
68 C 0.01
69 N 0.41
70 H 0.43
71 H 0.26
72 H -0.02
73 H 0.43
74 H 0.39
75 H 0.42
76 H 0.48
77 H -0.01
78 H 0.11
79 B 0.65
80 C -0.42
81 N -0.36
82 H -0.14
83 H -0.17
84 H -0.13

How do the records compare in relative energy (zero: lowest compared OMol25 entry of this formula, charge and spin)? In the order shown, they have 196.8 150.9 66.1 kJ/mol.